# 1
Below is a single C6H10O molecule, with properties calculated with ωB97M-V/def2-TZVPD.

```
17
Properties=species:S:1:pos:R:3:forces:R:3
C -0.23883 1.72147 0.17044 0.01 0.05 -0.03
C -0.23256 0.32236 0.78564 0.00 0.02 0.06
C -1.35276 -0.55260 0.17498 -0.07 0.00 0.01
C -0.64922 -1.26714 -0.95770 0.15 0.02 0.04
C 0.67368 -1.20830 -0.82386 -0.15 -0.02 -0.02
C 1.06741 -0.45406 0.42835 -0.18 -0.22 0.09
O 2.23789 0.33178 0.31457 0.03 0.10 -0.21
H -0.19901 1.66742 -0.92601 0.00 0.01 0.16
H -1.15453 2.25776 0.44197 0.13 -0.10 -0.03
H 0.61417 2.31055 0.52103 -0.13 -0.06 -0.05
H -0.33765 0.41317 1.87248 0.02 -0.03 -0.15
H -2.21744 0.03865 -0.15689 0.18 -0.10 0.05
H -1.73215 -1.28391 0.90485 0.07 0.12 -0.13
H -1.18139 -1.79331 -1.74655 0.11 0.09 0.12
H 1.40814 -1.67170 -1.47784 -0.12 0.05 0.11
H 1.30649 -1.16564 1.23028 -0.08 0.06 -0.10
H 2.17418 0.83995 -0.50275 0.04 0.02 0.08
```
Positions in Å, forces in eV/Å.

Summary:
LUMO, eV: 1.02
E_HOMO, eV: -9.4
SMILES: C[C@H]1CC=C[C@H]1O
Kohn-Sham gap, Eh: 0.383
Spin multiplicity: 1

***

# 2
Below is a single C6H10O molecule, with properties calculated with ωB97M-V/def2-TZVPD.

```
17
Properties=species:S:1:pos:R:3:forces:R:3
C -1.56926 1.30315 0.45951 -0.08 0.13 0.86
C -1.55456 0.19689 1.21510 0.45 0.42 0.02
C -0.94317 -1.05527 0.62657 -0.22 0.35 -0.05
C 0.60489 -0.91544 0.27996 -0.67 -0.21 -0.07
C 1.05599 -0.43347 -1.10345 -0.13 0.01 -0.18
C 1.80792 0.66420 -0.33901 0.11 0.05 -0.26
O 1.27072 0.20888 0.91214 -0.28 -0.08 0.06
H -1.16680 1.39245 -0.56201 -0.01 -0.27 0.68
H -1.95396 2.20879 0.90558 -0.24 0.13 -0.21
H -2.12045 0.09839 2.13419 0.29 0.46 0.24
H -1.84276 -0.93893 -0.02922 1.64 -1.52 -1.70
H -1.09332 -2.02330 1.10885 -0.12 0.50 0.60
H 1.14272 -1.82198 0.60814 -0.53 0.11 -0.13
H 1.66620 -1.13171 -1.68065 -0.13 0.11 0.06
H 0.21709 -0.07942 -1.70069 0.16 0.01 -0.12
H 2.90535 0.59027 -0.38225 -0.26 -0.03 0.13
H 1.51947 1.69964 -0.56158 -0.01 -0.16 0.07
```
Positions in Å, forces in eV/Å.

Summary:
LUMO, eV: 1.16
E_HOMO, eV: -9.0
SMILES: C=CC[C@H]1CCO1
Kohn-Sham gap, Eh: 0.375
Spin multiplicity: 1

***

# 3
Below is a single C6H10O molecule, with properties calculated with ωB97M-V/def2-TZVPD.

```
17
Properties=species:S:1:pos:R:3:forces:R:3
C 1.52658 0.75511 -1.16665 -0.14 0.02 0.05
C 0.55187 1.51836 -0.67594 0.20 -0.08 -0.12
C -0.87716 1.16347 -0.71456 -0.02 -0.14 0.05
C -1.39839 -0.03064 -0.41419 -0.03 0.13 -0.08
C -0.69602 -1.26270 0.10961 -0.03 -0.03 0.03
C 0.42020 -1.04789 1.16032 0.14 -0.19 -0.07
O 0.35693 0.16522 1.88438 -0.30 -0.05 0.13
H 2.57075 1.04247 -1.09263 -0.14 0.03 -0.04
H 1.30954 -0.20127 -1.63661 0.02 0.16 0.00
H 0.80728 2.47674 -0.22951 -0.05 -0.06 -0.05
H -1.56839 1.95679 -1.00505 0.14 -0.14 0.02
H -2.47469 -0.14029 -0.53974 0.12 0.03 0.03
H -0.27028 -1.83333 -0.72748 -0.06 0.07 0.13
H -1.46203 -1.92083 0.53811 0.09 0.15 -0.03
H 0.39000 -1.89713 1.85777 0.04 0.09 -0.11
H 1.40349 -1.05500 0.68126 -0.13 0.03 0.07
H -0.56913 0.41469 1.99127 0.13 -0.02 -0.01
```
Positions in Å, forces in eV/Å.

Summary:
LUMO, eV: 0.95
E_HOMO, eV: -9.0
SMILES: C=C/C=C\CCO
Kohn-Sham gap, Eh: 0.366
Spin multiplicity: 1

***

# 4
Below is a single C6H10O molecule, with properties calculated with ωB97M-V/def2-TZVPD.

```
17
Properties=species:S:1:pos:R:3:forces:R:3
C 0.69068 -1.44385 -0.53566 0.00 -0.12 -0.02
C -1.22448 -0.07055 1.59134 0.28 0.19 -0.15
C -1.61430 0.35433 0.18753 -0.09 -0.04 0.11
C -0.54225 0.74606 -0.84130 0.02 0.03 0.00
C 0.77692 0.08165 -0.44247 0.01 0.01 0.00
C 1.06443 0.54544 0.97144 0.13 0.07 -0.13
O 0.03487 0.08789 1.89894 -0.40 -0.13 0.09
H -0.22433 -1.82634 -0.07056 0.17 0.05 -0.02
H 0.67946 -1.76619 -1.58000 0.01 0.05 0.07
H 1.53481 -1.93185 -0.03808 -0.05 0.09 -0.08
H -2.26143 -0.45476 -0.17433 0.08 0.09 0.06
H -2.32176 1.17204 0.38050 0.04 -0.04 -0.04
H -0.40557 1.83511 -0.85493 -0.02 -0.18 -0.04
H -0.84744 0.44227 -1.84874 0.04 0.05 0.12
H 1.59423 0.43935 -1.08198 -0.11 -0.04 0.10
H 1.09691 1.63858 1.03138 0.03 -0.13 0.01
H 1.99294 0.13813 1.37860 -0.13 0.03 -0.07
```
Positions in Å, forces in eV/Å.

Summary:
LUMO, eV: 0.87
E_HOMO, eV: -7.9
Kohn-Sham gap, Eh: 0.323
Spin multiplicity: 1

***

Number 1: calculated total energy -8431.074 eV. Number 2: calculated total energy -8428.455 eV. Number 3: calculated total energy -8429.913 eV. Number 4: calculated total energy -8428.950 eV.